# 1
Entry from the Open Molecules 2025 dataset: an isolated molecule of CH4N2S2 at a distorted geometry (wB97M-V/def2-TZVPD).

Each line ends with the Mulliken charge.
Atoms and positions in Å:
S1 2.527 -0.155 0.009  -0.178
N1 0.796 -0.267 0.023  -0.400
C1 0.153 0.828 0.009  0.131
N2 -1.252 0.864 0.017  -0.293
S2 -2.328 -0.503 -0.085  -0.133
H1 2.790 -1.483 -0.223  0.157
H2 0.606 1.800 0.046  0.310
H3 -1.697 1.807 -0.151  0.266
H4 -2.612 -0.748 1.217  0.138

Summary:
- E_LUMO (Eh) = 0.0253
- SMILES string = S/N=C/NS
- charge = 0
- energy above the lowest of the compared OMol25 structures with the same formula, charge and spin (kJ/mol) = 131.8



# 2
Entry from the Open Molecules 2025 dataset: a cluster of 2 separate species, CH4N3 in total at a distorted geometry (wB97M-V/def2-TZVPD).

Each line ends with the Mulliken charge.
Atoms and positions in Å:
C1 0.566 -0.985 0.095  -0.338
N1 2.310 0.632 -0.103  -0.238
N2 1.494 -0.121 -0.018  0.562
N3 -1.548 0.824 0.151  -0.284
H1 0.222 -1.293 1.074  0.335
H2 0.202 -1.495 -0.787  0.361
H3 -2.062 0.679 -0.710  0.303
H4 -1.185 1.760 0.298  0.299

Summary:
- E_LUMO (alpha / beta) (Eh) = -0.3359 / -0.3362
- charge = +1
- energy above the lowest of the compared OMol25 structures with the same formula, charge and spin (kJ/mol) = 634.4



# 3
Entry from the Open Molecules 2025 dataset: a cluster of 2 separate species, CH4N3O in total at a distorted geometry (wB97M-V/def2-TZVPD).

Each line ends with the Mulliken charge.
Atoms and positions in Å:
C1 0.317 0.494 0.211  0.228
N1 -0.281 -3.787 0.135  0.455
N2 0.180 1.833 0.275  -0.403
N3 -0.201 -0.299 -0.592  -0.373
O1 -0.544 -2.838 -0.378  0.041
H1 0.908 -0.012 1.122  0.223
H2 0.580 2.374 1.075  0.261
H3 -0.461 2.499 -0.245  0.259
H4 -0.498 -0.264 -1.603  0.309

Summary:
- E_LUMO (alpha / beta) (Eh) = -0.2316 / -0.2972
- charge = +1
- energy above the lowest of the compared OMol25 structures with the same formula, charge and spin (kJ/mol) = 481.5



# 4
Entry from the Open Molecules 2025 dataset: the ion CH4N3O2 with charge -1 at a distorted geometry (wB97M-V/def2-TZVPD).

Each line ends with the Mulliken charge.
Atoms and positions in Å:
N1 0.609 0.280 1.276  -0.689
C1 -0.280 0.515 0.199  -0.138
N2 -1.574 -0.166 0.364  -0.510
N3 0.440 0.192 -1.173  0.739
O1 -0.137 0.102 -2.254  -0.707
O2 1.703 0.441 -1.121  -0.748
H1 0.786 -0.695 1.294  0.218
H2 1.554 0.757 0.964  0.375
H3 -1.728 -0.559 -0.537  0.266
H4 -1.373 -0.867 0.988  0.194

Summary:
- E_LUMO (alpha / beta) (Eh) = 0.1744 / 0.1743
- SMILES string = NC(N)=[N+]([O-])[O-]
- charge = -1
- energy above the lowest of the compared OMol25 structures with the same formula, charge and spin (kJ/mol) = 299.7



# 5
Entry from the Open Molecules 2025 dataset: the ion CH4N3S2 with charge +1 at a distorted geometry (wB97M-V/def2-TZVPD).

Each line ends with the Mulliken charge.
Atoms and positions in Å:
N1 0.781 -1.051 -0.960  -0.539
C1 0.051 -0.019 0.197  0.734
N2 -0.053 -0.290 1.506  -0.335
N3 -0.458 0.995 -0.432  -0.053
S1 -0.589 1.770 -2.036  0.087
S2 -1.357 2.438 -0.250  0.047
H1 0.093 -1.568 -1.468  0.266
H2 1.233 -1.854 -0.513  0.274
H3 -0.364 0.464 2.108  0.240
H4 0.663 -0.886 1.848  0.278

Summary:
- E_LUMO (Eh) = -0.1977
- SMILES string = NC(=[NH2+])n1ss1
- charge = +1
- energy above the lowest of the compared OMol25 structures with the same formula, charge and spin (kJ/mol) = 162.8



# 6
Entry from the Open Molecules 2025 dataset: a structure of composition CH4N3S2 at a distorted geometry (wB97M-V/def2-TZVPD).

Each line ends with the Mulliken charge.
Atoms and positions in Å:
C1 -0.025 -0.159 0.166  0.752
N1 -0.822 0.849 0.357  -0.052
N2 1.833 -0.114 -0.401  -0.533
N3 -0.386 -1.428 -0.022  -0.357
S1 -1.016 2.514 0.452  0.053
S2 -2.496 1.126 0.507  0.018
H1 2.377 0.349 0.395  0.295
H2 1.626 0.540 -1.229  0.288
H3 -1.466 -1.569 -0.084  0.237
H4 0.375 -2.108 -0.140  0.299

Summary:
- E_LUMO (Eh) = -0.2048
- charge = +1
- energy above the lowest of the compared OMol25 structures with the same formula, charge and spin (kJ/mol) = 290.6



# 7
Entry from the Open Molecules 2025 dataset: the ion CH4N4 with charge +2 at a distorted geometry (wB97M-V/def2-TZVPD).

Each line ends with the Mulliken charge.
Atoms and positions in Å:
N1 -0.011 -0.003 2.693  0.183
N2 0.024 0.007 1.609  0.275
C1 -0.006 0.003 -0.091  0.761
N3 -1.189 -0.064 -0.553  -0.217
N4 1.185 0.063 -0.543  -0.227
H1 -2.058 -0.038 -0.014  0.307
H2 -1.362 -0.155 -1.566  0.310
H3 2.037 0.060 0.020  0.304
H4 1.380 0.127 -1.554  0.303

Summary:
- E_LUMO (Eh) = -0.4278
- SMILES string = N#[N+]C(N)=[NH2+]
- charge = +2
- energy above the lowest of the compared OMol25 structures with the same formula, charge and spin (kJ/mol) = 22.1



# 8
Entry from the Open Molecules 2025 dataset: a structure of composition CH4N4O at a distorted geometry (wB97M-V/def2-TZVPD).

Each line ends with the Mulliken charge.
Atoms and positions in Å:
C1 1.847 0.924 0.335  0.007
N1 -1.970 -0.717 -1.010  -0.681
N2 -1.167 0.242 -0.402  0.393
N3 -1.436 -1.543 -0.105  0.223
N4 -0.656 -0.613 0.457  -0.487
O1 1.273 1.499 -0.581  -0.488
H1 2.820 0.522 0.062  0.266
H2 1.585 1.014 1.452  0.208
H3 -1.574 -2.484 0.315  0.257
H4 -0.721 1.155 -0.521  0.302

Summary:
- E_LUMO (Eh) = 0.0187
- charge = 0
- energy above the lowest of the compared OMol25 structures with the same formula, charge and spin (kJ/mol) = 380.0



# 9
Entry from the Open Molecules 2025 dataset: an isolated molecule of CH4N4OS at a distorted geometry (wB97M-V/def2-TZVPD).

Each line ends with the Mulliken charge.
Atoms and positions in Å:
C1 1.717 -0.276 -0.196  -0.734
N1 -1.163 1.579 0.227  -0.368
N2 0.059 1.362 0.113  -0.082
N3 -2.069 0.604 -0.096  -0.147
N4 0.316 0.105 -0.380  0.263
O1 -0.975 -1.861 0.700  -0.506
S1 -1.025 -0.951 -0.407  0.443
H1 1.811 -1.157 0.534  0.262
H2 2.228 -0.521 -1.097  0.230
H3 2.041 0.647 0.315  0.374
H4 -2.941 0.468 0.285  0.264

Summary:
- E_LUMO (Eh) = 0.0271
- charge = 0
- energy above the lowest of the compared OMol25 structures with the same formula, charge and spin (kJ/mol) = 65.5



# 10
Entry from the Open Molecules 2025 dataset: a structure of composition CH4N4S4 at a distorted geometry (wB97M-V/def2-TZVPD).

Each line ends with the Mulliken charge.
Atoms and positions in Å:
C1 -0.020 0.102 -0.356  0.330
N1 0.848 -0.981 0.639  -0.451
N2 -0.869 -0.519 -1.201  -0.374
N3 2.497 0.652 -0.023  -0.262
N4 -2.510 0.600 0.090  -0.372
S1 1.312 1.070 -1.150  -0.014
S2 -1.112 1.042 0.898  -0.080
S3 2.501 -0.969 0.314  0.036
S4 -2.363 -1.036 -0.485  0.030
H1 0.559 -0.555 1.617  0.296
H2 -0.607 -1.301 -1.749  0.281
H3 2.910 1.362 0.521  0.261
H4 -3.145 0.533 0.885  0.319

Summary:
- E_LUMO (Eh) = -0.0018
- charge = 0
- energy above the lowest of the compared OMol25 structures with the same formula, charge and spin (kJ/mol) = 18.3



# 11
Entry from the Open Molecules 2025 dataset: a structure of composition CH4N5 at a distorted geometry (wB97M-V/def2-TZVPD).

Each line ends with the Mulliken charge.
Atoms and positions in Å:
C1 -0.616 0.251 -0.421  -0.547
N1 2.476 1.833 0.007  -0.268
N2 2.345 1.692 1.303  0.126
N3 1.513 1.260 -0.642  0.036
N4 1.291 1.197 1.654  -0.010
N5 0.567 0.855 -0.025  0.378
H1 -0.568 -0.854 -0.263  0.329
H2 -1.331 0.440 0.311  0.294
H3 -0.842 0.684 -1.379  0.327
H4 0.855 1.284 2.606  0.336

Summary:
- E_LUMO (Eh) = -0.2414
- charge = +1
- energy above the lowest of the compared OMol25 structures with the same formula, charge and spin (kJ/mol) = 409.5



# 12
Entry from the Open Molecules 2025 dataset: a structure of composition CH4N5S at a distorted geometry (wB97M-V/def2-TZVPD).

Each line ends with the Mulliken charge.
Atoms and positions in Å:
C1 0.228 0.646 -0.460  0.138
N1 1.089 1.423 -0.017  -0.058
N2 0.252 -0.523 1.112  0.047
N3 1.771 0.994 1.115  -0.315
N4 1.234 0.035 1.682  0.034
N5 -0.682 0.468 -1.511  -0.185
S1 -0.910 -1.662 1.436  -0.045
H1 -0.625 1.278 -2.154  0.399
H2 -1.664 0.382 -1.296  0.372
H3 -0.450 -0.427 -1.962  0.415
H4 -0.242 -2.616 2.055  0.197

Summary:
- E_LUMO (Eh) = -0.1760
- charge = +1
- energy above the lowest of the compared OMol25 structures with the same formula, charge and spin (kJ/mol) = 214.0



What did the fifth record say?
Entry from the Open Molecules 2025 dataset: the ion CH4N3S2 with charge +1 at a distorted geometry (wB97M-V/def2-TZVPD).

Each line ends with the Mulliken charge.
Atoms and positions in Å:
N1 0.781 -1.051 -0.960  -0.539
C1 0.051 -0.019 0.197  0.734
N2 -0.053 -0.290 1.506  -0.335
N3 -0.458 0.995 -0.432  -0.053
S1 -0.589 1.770 -2.036  0.087
S2 -1.357 2.438 -0.250  0.047
H1 0.093 -1.568 -1.468  0.266
H2 1.233 -1.854 -0.513  0.274
H3 -0.364 0.464 2.108  0.240
H4 0.663 -0.886 1.848  0.278

Summary:
- E_LUMO (Eh) = -0.1977
- SMILES string = NC(=[NH2+])n1ss1
- charge = +1
- energy above the lowest of the compared OMol25 structures with the same formula, charge and spin (kJ/mol) = 162.8



Q: Number 8 is which compound?
A: CH4N4O



Q: The lowest charge belongs to which entry?
A: CH4N3O2



Q: Among the records above, which one has the highest charge?
A: CH4N4